[1]
A structure of composition C2H3I2NO2 at a distorted geometry. Source: OMol25; level of theory: ωB97M-V with the def2-TZVPD basis set.

Element x y z (Å)
I (-2.02, -0.24, -1.38)
C (0.19, -1.03, 0.59)
H (1.15, -0.84, 1.07)
H (0.20, -2.03, 0.16)
O (0.08, 1.47, 1.25)
I (1.49, 0.06, -1.95)
N (-0.11, 1.36, 0.07)
H (-0.59, -1.00, 1.36)
C (-0.08, -0.01, -0.47)
O (-0.31, 2.26, -0.70)

Properties
HOMO energy = -9.8 eV
total charge = 0
spin multiplicity = 1
Kohn-Sham gap = 0.3320 hartree
LUMO energy = -0.8 eV

[2]
A cluster of 2 separate species, C5H11N3 in total at a distorted geometry. Source: OMol25; level of theory: ωB97M-V with the def2-TZVPD basis set.

Element x y z (Å)
H (0.33, -2.04, 0.50)
H (-1.12, -1.85, -1.30)
C (-0.04, 1.42, -1.66)
H (-2.50, -0.30, 1.81)
N (1.29, 0.58, 0.28)
H (2.91, -0.60, 0.79)
H (0.44, 2.31, -2.04)
H (3.29, 0.96, 0.05)
N (-1.75, -1.23, -0.79)
H (-1.43, 1.07, 1.50)
H (-0.96, 1.09, -2.12)
H (-2.79, 0.76, 0.42)
C (-1.15, -0.58, 0.17)
H (-0.07, -1.10, 1.96)
H (2.72, -0.39, -0.97)
C (0.39, 0.78, -0.60)
C (-2.03, 0.29, 1.04)
N (-0.14, -1.27, 0.96)
C (2.62, 0.10, 0.01)

Properties
HOMO energy = -8.4 eV
structure (SMILES) = [H]/N=C(/C)N.C=C=NC
total charge = 0
spin multiplicity = 1
Kohn-Sham gap = 0.3019 hartree
LUMO energy = -0.2 eV

[3]
The molecule C4H4OS at a distorted geometry. Source: OMol25; level of theory: ωB97M-V with the def2-TZVPD basis set.

Element x y z (Å)
S (-0.81, -2.44, 2.46)
H (0.40, 1.97, -0.63)
H (1.06, 0.68, -1.30)
C (-0.51, 0.16, -0.10)
C (0.03, -1.43, 1.58)
C (0.42, -0.67, 0.60)
H (-0.52, 1.12, -2.01)
H (1.49, -0.54, 0.41)
C (0.10, 0.99, -1.09)
O (-1.68, 0.16, 0.08)

Properties
HOMO energy = -9.1 eV
structure (SMILES) = CC(=O)C=C=S
total charge = 0
spin multiplicity = 1
Kohn-Sham gap = 0.3110 hartree
LUMO energy = -0.7 eV

[4]
A structure of composition C30H45DyNO4P2 at a distorted geometry. Source: OMol25; level of theory: ωB97M-V with the def2-TZVPD basis set.

Element x y z (Å)
H (-2.00, 0.27, -5.54)
C (-1.84, -0.42, -2.63)
H (-3.95, -0.63, -0.66)
H (-0.08, 0.43, -1.83)
H (-0.97, -2.15, -0.64)
P (-0.19, 1.16, -4.16)
N (2.59, 2.46, 7.01)
C (1.57, 0.69, -4.21)
C (1.38, 2.33, 3.48)
C (1.24, -3.77, 1.28)
H (2.11, 1.60, -3.90)
C (2.32, 1.41, 2.98)
C (3.45, 1.25, 5.10)
C (-0.81, -2.21, 1.49)
H (1.84, 0.44, -5.24)
H (0.59, 2.70, 2.81)
C (-2.46, -0.35, 2.24)
C (1.49, 2.73, 4.80)
H (-0.87, -0.82, 5.49)
H (-0.86, 2.64, -1.46)
C (-1.22, -1.17, 2.36)
H (2.31, -1.32, 4.44)
C (-0.90, 0.24, -5.59)
H (1.63, -2.89, 4.89)
C (3.34, 0.85, 3.78)
H (0.84, 3.50, 5.23)
H (-5.49, 0.25, -0.84)
H (3.85, -0.49, -4.61)
C (-1.71, 1.96, -1.67)
H (4.29, 0.91, 5.70)
H (0.64, -4.38, 0.58)
H (-1.19, 0.56, 4.43)
C (2.32, 1.06, 1.60)
H (-1.04, 3.40, -4.47)
O (3.47, 1.87, 7.67)
C (0.75, -2.02, 3.16)
C (-1.47, -2.65, 0.22)
H (-2.53, -2.36, 0.20)
H (-4.60, 1.88, 0.34)
C (-4.41, 0.27, -1.10)
O (1.79, 3.31, 7.51)
O (3.28, 0.29, 1.06)
H (-4.61, 1.05, -3.14)
O (1.40, 1.49, 0.75)
C (-2.81, 2.30, -0.68)
H (0.46, 0.23, 4.97)
C (-1.19, 0.49, -1.62)
H (-1.45, -3.74, 0.07)
H (-5.10, -0.63, -2.87)
H (-2.02, 2.15, -2.69)
C (3.78, -0.78, -3.56)
H (4.38, -0.09, -2.92)
H (-3.28, -0.73, 2.86)
Dy (2.43, 0.51, -0.93)
C (1.16, -2.13, -3.95)
H (-1.23, 0.06, -0.61)
C (1.92, -2.26, 4.04)
H (2.04, -3.28, 0.67)
H (-2.27, 0.69, 2.53)
H (0.77, 3.32, -4.48)
H (1.81, -3.01, -3.81)
C (-0.30, -1.09, 3.43)
C (0.41, -2.73, 1.97)
P (1.98, -0.76, -3.18)
C (-3.92, 1.55, -0.47)
C (2.50, 2.14, 5.62)
H (-2.79, -0.33, 1.19)
H (1.04, -1.94, -5.03)
H (0.18, -2.38, -3.51)
H (4.00, 0.12, 3.32)
C (-0.16, 2.84, -4.83)
C (-3.06, -0.46, -3.18)
H (-3.20, -1.04, -4.12)
H (4.13, -1.81, -3.41)
C (-0.47, -0.24, 4.64)
H (-2.68, 3.28, -0.18)
H (2.73, -2.76, 3.50)
H (-0.17, 2.74, -5.92)
H (-0.59, -0.81, -5.62)
C (-4.32, 0.11, -2.64)
H (-0.57, 0.75, -6.50)
H (1.70, -4.49, 1.97)
H (-1.13, -1.17, -3.01)

Properties
HOMO energy (spin up / spin down) = -9.3 / -9.4 eV
total charge = +1
spin multiplicity = 6
Kohn-Sham gap (spin up / spin down) = 0.2033 / 0.2082 hartree
LUMO energy (spin up / spin down) = -3.8 / -3.8 eV